# 1
Here is the molecule C3H10N2 from the Open Molecules 2025 dataset. Energies are from ωB97M-V with the def2-TZVPD basis set.

Results
- energy above the lowest of the compared OMol25 structures with the same formula, charge and spin (kJ/mol) = 36.19
- E_tot (eV) = -6253.0532
- structure (SMILES) = NCCCN
- LUMO energy (hartree) = 0.0420
- charge = 0

Last column: Mulliken charge in e.
Geometry (Å):
N: 1.46 1.45 1.38  -0.68
C: 0.14 0.88 1.09  -0.62
C: 0.13 -0.37 0.18  -0.53
C: -0.84 -0.30 -0.97  -0.46
N: -1.02 -1.63 -1.54  -0.63
H: 2.06 0.77 1.83  0.24
H: 1.90 1.66 0.48  0.25
H: -0.44 1.68 0.65  0.36
H: -0.35 0.60 2.02  0.37
H: 1.12 -0.57 -0.23  0.34
H: -0.08 -1.22 0.84  0.30
H: -0.43 0.39 -1.72  0.28
H: -1.82 0.08 -0.68  0.34
H: -1.43 -1.58 -2.47  0.22
H: -0.11 -2.06 -1.68  0.22

---

# 2
Here is the molecule C4H6N2 from the Open Molecules 2025 dataset. Energies are from ωB97M-V with the def2-TZVPD basis set.

Results
- energy above the lowest of the compared OMol25 structures with the same formula, charge and spin (kJ/mol) = 457.34
- E_tot (eV) = -7220.8509
- LUMO energy (spin up / spin down) (hartree) = -0.0114 / -0.0113
- charge = 0

Last column: Mulliken charge in e.
Geometry (Å):
C: -2.06 -0.46 0.19  -1.01
C: -0.73 0.15 -0.08  0.34
C: -0.24 1.34 -0.23  -0.17
N: 2.25 0.69 0.03  -0.64
C: 1.65 -0.44 -0.19  0.13
N: 0.35 -0.62 -0.50  -0.47
H: -2.82 0.30 0.35  0.30
H: -1.98 -1.10 1.08  0.27
H: -2.33 -1.09 -0.66  0.29
H: 0.51 2.09 -0.08  0.38
H: 3.22 0.52 0.30  0.23
H: 2.19 -1.39 -0.20  0.36

---

# 3
Here is a cluster of 2 separate species, C20H15F2N2 in total at a distorted geometry from the Open Molecules 2025 dataset. Energies are from ωB97M-V with the def2-TZVPD basis set.

Results
- energy above the lowest of the compared OMol25 structures with the same formula, charge and spin (kJ/mol) = 143.61
- E_tot (eV) = -29390.6329
- LUMO energy (hartree) = -0.2034
- charge = +1

Last column: Mulliken charge in e.
Geometry (Å):
F: 2.81 3.19 2.91  -0.30
C: 1.50 2.77 2.73  0.10
C: 0.60 2.94 3.78  -0.57
C: -0.73 2.55 3.57  -0.50
C: -1.12 1.97 2.37  -0.57
C: -0.17 1.73 1.33  0.73
C: -0.52 0.85 0.23  -0.90
C: -0.21 1.10 -1.16  1.03
C: -1.17 0.77 -2.16  -0.59
C: -0.80 0.68 -3.49  -0.54
C: 0.52 0.94 -3.89  -0.57
C: 1.42 1.36 -2.93  0.17
F: 2.72 1.63 -3.30  -0.32
C: 1.08 1.52 -1.59  -0.42
C: 1.15 2.22 1.51  -0.37
H: 0.93 3.41 4.70  0.47
H: -1.46 2.68 4.36  0.42
H: -2.14 1.64 2.21  0.43
H: -1.43 0.23 0.41  0.61
H: -2.18 0.54 -1.84  0.44
H: -1.54 0.39 -4.23  0.42
H: 0.83 0.87 -4.94  0.46
H: 1.83 1.89 -0.90  0.32
H: 1.92 2.09 0.76  0.51
C: 0.46 -1.06 0.70  -0.82
C: -0.02 -1.41 1.98  -0.68
N: -0.73 -2.57 1.89  0.05
C: -0.70 -3.03 0.57  -0.28
C: 0.06 -2.09 -0.21  1.11
C: 0.25 -2.37 -1.56  -0.26
C: -0.32 -3.55 -2.04  -0.64
C: -1.00 -4.43 -1.18  -0.36
N: -1.20 -4.17 0.13  -0.64
H: 1.30 -0.39 0.50  0.95
H: 0.08 -0.88 2.92  0.49
H: -1.17 -3.12 2.63  0.27
H: 0.81 -1.69 -2.17  0.53
H: -0.26 -3.83 -3.08  0.40
H: -1.41 -5.38 -1.53  0.40

---

# 4
Here is the ion C11H12NO with charge -1 at a distorted geometry from the Open Molecules 2025 dataset. Energies are from ωB97M-V with the def2-TZVPD basis set.

Results
- E_tot (eV) = -15136.1374
- structure (SMILES) = C[C@@]1(c2ccccc2)CC=CN1[O-]
- LUMO energy (hartree) = 0.1345
- charge = -1

Last column: Mulliken charge in e.
Geometry (Å):
C: 3.32 -0.16 0.80  -0.49
C: 2.62 -1.30 0.48  -0.54
C: 2.52 1.03 0.73  -0.43
C: 1.36 -1.30 -0.04  -0.42
C: 1.23 0.95 0.42  -0.10
C: 0.64 -0.17 -0.04  -0.16
C: -2.26 1.01 1.21  -0.44
C: -2.02 -0.22 1.67  -0.58
C: -1.62 1.17 -0.19  -1.12
C: -0.90 -0.18 -0.34  1.72
C: -1.19 -0.79 -1.72  -1.65
N: -1.57 -1.11 0.72  0.19
O: -1.02 -2.31 1.06  -0.84
H: 4.33 0.00 1.19  0.35
H: 3.11 -2.30 0.66  0.23
H: 3.00 2.00 0.88  0.32
H: 0.92 -2.24 -0.30  0.31
H: 0.66 1.91 0.73  0.07
H: -2.70 1.93 1.63  0.31
H: -2.24 -0.52 2.65  0.47
H: -2.36 1.24 -1.00  0.36
H: -0.99 2.01 -0.28  0.36
H: -2.02 -0.30 -2.26  0.42
H: -1.35 -1.92 -1.65  0.31
H: -0.37 -0.52 -2.37  0.35

---

# 5
Here is a cluster of 8 separate species, C42H94N8O10P in total at a distorted geometry from the Open Molecules 2025 dataset. Energies are from ωB97M-V with the def2-TZVPD basis set.

Results
- E_tot (eV) = -86761.7506
- LUMO energy (hartree) = 0.0755
- charge = -1

Last column: Mulliken charge in e.
Geometry (Å):
C: 8.27 0.47 0.62  -1.28
C: 7.28 1.43 1.28  -0.58
C: 5.87 0.82 1.36  -0.58
C: 4.97 1.17 0.13  -0.28
N: 3.66 1.59 0.53  -0.51
P: 2.18 0.86 -0.20  0.83
C: 2.73 -0.98 0.03  -0.89
C: 2.90 -1.80 -1.25  0.04
C: 3.12 -3.29 -0.86  -1.35
C: 1.85 -4.12 -0.97  -0.58
N: 1.39 -4.22 -2.37  -0.06
C: 0.03 -4.05 -2.51  0.79
C: -0.88 -4.92 -1.67  -1.21
O: -0.45 -3.24 -3.25  -0.62
C: 2.74 1.02 -2.02  -1.63
N: 2.79 2.49 -2.37  -0.20
C: 2.41 2.68 -3.77  -1.07
O: 0.64 0.32 -0.81  -0.40
C: -0.38 0.30 0.17  1.20
C: -0.99 -1.11 -0.01  -1.16
C: -2.35 -1.36 0.69  -1.92
C: -1.42 1.28 -0.47  -1.32
N: -1.61 1.01 -1.93  -0.58
C: 0.15 0.69 1.63  1.53
C: -0.05 -0.38 2.78  -1.17
N: 1.20 -1.02 3.22  -0.06
C: 1.68 -0.50 4.49  -1.08
C: -0.05 2.16 2.06  -2.48
C: -1.33 2.52 2.85  0.38
N: -2.54 1.86 2.38  -0.33
N: -1.60 3.98 2.66  -0.47
N: -1.19 2.32 4.30  -0.34
O: 1.58 0.70 1.45  -0.01
H: 9.25 0.96 0.58  0.40
H: 8.35 -0.43 1.21  0.34
H: 8.00 0.24 -0.41  0.28
H: 7.64 1.55 2.30  0.30
H: 7.28 2.41 0.79  0.39
H: 6.02 -0.26 1.34  0.22
H: 5.37 1.03 2.30  0.36
H: 5.50 2.00 -0.37  0.30
H: 5.02 0.31 -0.54  -0.12
H: 3.55 1.81 1.51  0.25
H: 1.63 2.20 -0.22  -0.28
H: 3.56 -1.09 0.73  0.52
H: 1.87 -1.42 0.54  -0.05
H: 3.83 -1.51 -1.74  -0.03
H: 2.03 -1.69 -1.91  0.37
H: 3.45 -3.34 0.18  0.48
H: 3.92 -3.75 -1.44  0.47
H: 2.09 -5.13 -0.62  0.41
H: 1.10 -3.73 -0.29  0.17
H: 1.89 -3.55 -2.95  0.34
H: -1.73 -5.25 -2.24  0.41
H: -1.20 -4.37 -0.79  0.15
H: -0.30 -5.78 -1.31  0.36
H: 3.73 0.62 -2.25  0.70
H: 1.95 0.62 -2.64  0.81
H: 3.77 2.74 -2.27  0.23
H: 2.51 3.74 -4.01  0.37
H: 1.36 2.41 -3.89  0.34
H: 2.99 2.04 -4.45  0.36
H: -1.08 -1.35 -1.06  1.12
H: -0.28 -1.84 0.39  0.02
H: -2.55 -0.66 1.49  0.20
H: -2.36 -2.37 1.11  0.43
H: -3.16 -1.34 -0.04  0.34
H: -1.09 2.32 -0.39  0.62
H: -2.40 1.20 -0.01  0.23
H: -2.33 0.31 -2.01  0.23
H: -2.04 1.84 -2.33  0.29
H: -0.69 -1.21 2.48  0.41
H: -0.48 0.07 3.67  0.11
H: 1.06 -2.02 3.27  0.28
H: 1.54 0.57 4.51  0.29
H: 2.76 -0.66 4.58  0.32
H: 1.18 -0.93 5.37  0.31
H: 0.77 2.34 2.75  0.72
H: 0.13 2.81 1.22  0.46
H: -2.70 0.98 2.87  0.04
H: -3.30 2.48 2.65  0.30
H: -1.58 4.20 1.66  0.35
H: -0.78 4.43 3.05  0.32
H: -1.02 3.20 4.77  0.35
H: -2.09 2.01 4.63  0.12
C: 6.12 2.42 -7.33  -1.19
C: 4.69 2.65 -6.90  0.89
O: 4.06 1.80 -6.31  -0.54
C: 4.07 3.99 -7.22  -1.13
H: 6.43 1.42 -7.03  0.30
H: 6.19 2.51 -8.42  0.35
H: 6.77 3.15 -6.86  0.34
H: 4.07 4.15 -8.30  0.37
H: 4.64 4.79 -6.74  0.32
H: 3.05 4.02 -6.85  0.27
C: -4.23 3.08 7.47  -1.21
C: -3.96 1.71 6.89  0.96
O: -3.66 1.57 5.72  -0.69
C: -4.07 0.53 7.81  -1.15
H: -4.11 3.83 6.69  0.27
H: -5.25 3.13 7.85  0.35
H: -3.53 3.29 8.27  0.35
H: -5.09 0.46 8.20  0.30
H: -3.36 0.62 8.64  0.41
H: -3.85 -0.37 7.26  0.24
C: -6.76 -3.67 7.79  -1.17
C: -5.68 -3.13 6.88  0.81
O: -5.12 -2.09 7.11  -0.49
C: -5.33 -3.97 5.67  -1.16
H: -6.92 -2.97 8.61  0.29
H: -7.70 -3.77 7.24  0.33
H: -6.47 -4.64 8.19  0.34
H: -6.21 -4.08 5.03  0.32
H: -4.98 -4.95 5.99  0.41
H: -4.55 -3.47 5.11  0.25
C: -6.03 0.30 3.89  -0.21
C: -7.45 0.56 4.32  0.74
O: -8.11 -0.28 4.89  -0.60
C: -8.01 1.93 4.01  -1.11
H: -5.74 -0.71 4.17  0.08
H: -5.94 0.40 2.81  0.46
H: -5.36 1.01 4.38  -0.27
H: -8.01 2.10 2.93  0.33
H: -7.42 2.70 4.50  0.25
H: -9.04 1.98 4.37  0.32
C: -3.76 6.46 2.91  -0.73
C: -5.17 6.69 3.39  0.80
O: -5.78 5.84 4.00  -0.54
C: -5.80 8.03 3.08  -1.18
H: -3.43 5.46 3.19  0.00
H: -3.72 6.54 1.82  0.34
H: -3.09 7.20 3.36  0.35
H: -5.84 8.18 2.00  0.33
H: -5.21 8.83 3.53  0.31
H: -6.81 8.06 3.48  0.30
C: 2.12 -2.55 -7.46  -1.10
C: 2.62 -3.69 -6.62  0.94
O: 3.81 -3.92 -6.49  -0.62
C: 1.58 -4.55 -5.94  -0.98
H: 2.97 -2.02 -7.90  0.27
H: 1.50 -2.94 -8.26  0.29
H: 1.55 -1.86 -6.85  0.40
H: 0.94 -5.01 -6.68  0.43
H: 0.98 -3.93 -5.26  0.07
H: 2.08 -5.33 -5.36  0.31
C: 1.66 -5.80 -11.35  -1.17
C: 2.45 -5.01 -10.33  0.85
O: 2.18 -3.85 -10.10  -0.54
C: 3.58 -5.71 -9.63  -1.05
H: 0.88 -5.18 -11.78  0.32
H: 2.33 -6.14 -12.15  0.33
H: 1.20 -6.67 -10.87  0.32
H: 4.32 -6.05 -10.36  0.39
H: 3.19 -6.57 -9.08  0.30
H: 4.05 -5.03 -8.93  0.20

---

# 6
Here is a structure of composition C16H41ClN3O10V at a distorted geometry from the Open Molecules 2025 dataset. Energies are from ωB97M-V with the def2-TZVPD basis set.

Results
- energy above the lowest of the compared OMol25 structures with the same formula, charge and spin (kJ/mol) = 77.34
- E_tot (eV) = -80396.4829
- spin multiplicity = 2
- LUMO energy (spin up / spin down) (hartree) = -0.1395 / -0.1294
- charge = +1

Last column: Löwdin spin population.
Geometry (Å):
O: -0.24 -0.93 0.87  -0.19
V: -1.09 -1.43 -0.32  1.13
Cl: 3.02 -2.58 -0.21  0.00
O: 3.04 -2.67 1.23  0.00
O: 2.74 -3.90 -0.78  0.00
O: 1.94 -1.68 -0.55  0.00
O: 4.27 -2.11 -0.75  0.00
C: 0.08 -4.00 1.58  0.00
O: -0.33 -3.45 0.34  0.02
C: -0.39 -4.42 -0.73  0.00
C: -0.51 -3.67 -2.05  0.00
N: -1.60 -2.68 -2.06  0.00
C: -1.47 -1.86 -3.30  0.00
C: -0.29 -0.87 -3.23  0.00
O: -0.33 -0.26 -1.94  0.01
C: 0.51 0.91 -1.90  0.00
H: 0.15 -3.22 2.34  0.00
H: 1.06 -4.47 1.44  0.00
H: -0.62 -4.75 1.95  0.00
H: -1.35 -4.93 -0.59  0.00
H: 0.42 -5.14 -0.65  0.00
H: -0.72 -4.28 -2.94  0.00
H: 0.43 -3.25 -2.42  0.00
H: -2.42 -3.25 -2.24  0.00
H: -2.38 -1.32 -3.56  0.00
H: -1.29 -2.57 -4.11  0.00
H: -0.41 -0.07 -3.96  0.00
H: 0.65 -1.39 -3.42  0.00
H: 1.45 0.65 -2.38  0.00
H: 0.74 1.21 -0.87  0.00
H: 0.03 1.78 -2.34  0.00
C: 1.20 6.12 0.97  0.00
O: 1.25 4.93 1.73  0.00
C: 0.22 4.03 1.44  0.00
C: 0.54 2.66 2.05  0.00
N: 1.50 1.89 1.27  0.00
C: 2.86 2.42 1.34  0.00
C: 3.85 1.36 0.80  0.00
O: 5.15 1.84 0.59  0.00
C: 5.69 2.56 1.68  0.00
H: 1.85 6.81 1.52  0.00
H: 0.21 6.57 0.87  0.00
H: 1.62 6.00 -0.03  0.00
H: -0.02 3.92 0.37  0.00
H: -0.76 4.40 1.80  0.00
H: -0.42 2.14 2.10  0.00
H: 0.80 2.88 3.10  0.00
H: 1.62 0.99 1.73  0.00
H: 3.15 2.73 2.35  0.00
H: 3.00 3.33 0.74  0.00
H: 3.47 0.96 -0.14  0.00
H: 3.89 0.61 1.60  0.00
H: 5.27 3.56 1.78  0.00
H: 6.74 2.78 1.48  0.00
H: 5.56 2.01 2.62  0.00
C: -5.39 -1.70 0.71  0.00
C: -4.09 -1.29 0.00  0.00
C: -3.73 0.16 0.32  0.00
O: -2.43 0.44 -0.17  0.01
C: -2.22 1.81 -0.49  0.00
N: -2.99 -2.16 0.51  0.00
H: -5.71 -2.70 0.41  0.00
H: -6.15 -0.96 0.45  0.00
H: -5.37 -1.72 1.80  0.00
H: -4.21 -1.40 -1.08  0.00
H: -3.80 0.47 1.37  0.00
H: -4.51 0.75 -0.18  0.00
H: -2.37 2.07 -1.54  0.00
H: -1.18 2.09 -0.31  0.00
H: -2.77 2.46 0.18  0.00
H: -3.13 -2.12 1.52  0.00
H: -3.25 -3.11 0.27  0.00

---

# 7
Here is a cluster of 2 separate species, C4H4N2O in total at a distorted geometry from the Open Molecules 2025 dataset. Energies are from ωB97M-V with the def2-TZVPD basis set.

Results
- energy above the lowest of the compared OMol25 structures with the same formula, charge and spin (kJ/mol) = 414.09
- E_tot (eV) = -9236.1962
- LUMO energy (spin up / spin down) (hartree) = 0.0053 / 0.0054
- charge = 0

Last column: Mulliken charge in e.
Geometry (Å):
C: 1.62 1.52 -0.28  0.26
C: 2.27 -1.30 0.15  0.13
C: 0.79 0.41 -0.27  -0.21
C: -0.48 -0.03 -0.17  0.04
N: 2.19 2.48 -0.03  -0.42
N: -1.55 0.81 -0.36  -0.40
O: 3.37 -0.95 0.47  -0.35
H: 1.76 -2.21 -0.11  0.32
H: -0.79 -1.10 -0.14  0.24
H: -1.34 1.86 -0.51  0.22
H: -2.52 0.56 -0.45  0.20

---

# 8
Here is a structure of composition CIN3O at a distorted geometry from the Open Molecules 2025 dataset. Energies are from ωB97M-V with the def2-TZVPD basis set.

Results
- energy above the lowest of the compared OMol25 structures with the same formula, charge and spin (kJ/mol) = 34.76
- E_tot (eV) = -15652.2524
- LUMO energy (hartree) = -0.0348
- charge = 0

Last column: Mulliken charge in e.
Geometry (Å):
C: 1.97 -2.20 1.46  0.10
N: 0.80 0.23 -0.47  -0.43
N: -0.14 0.78 -0.82  0.85
N: -1.09 1.51 -1.05  -0.65
O: 1.42 -1.23 1.63  -0.11
I: -2.96 0.92 -0.76  0.24

---

# 9
Here is a cluster of 4 separate species, C19H32BrN5O9P in total at a distorted geometry from the Open Molecules 2025 dataset. Energies are from ωB97M-V with the def2-TZVPD basis set.

Results
- E_tot (eV) = -125420.6867
- LUMO energy (hartree) = -0.1459
- charge = +1

Last column: Mulliken charge in e.
Geometry (Å):
C: 0.51 -4.92 -1.69  -0.71
C: -0.71 -4.47 -1.07  0.05
C: -1.52 -3.26 -1.76  -0.88
N: -0.68 -2.76 -2.91  0.16
C: -0.65 -3.24 -4.26  0.62
N: -1.38 -4.25 -4.79  -0.35
Br: -1.06 -4.61 -6.60  0.11
N: 0.34 -2.51 -5.06  -0.54
C: 0.84 -1.63 -4.06  -0.19
N: 1.92 -0.70 -4.45  -0.29
C: 3.18 -1.52 -4.24  -0.13
C: 4.51 -0.75 -4.69  -1.05
N: 0.23 -1.74 -2.76  0.67
P: 0.62 -0.76 -1.34  0.53
O: -0.26 0.50 -1.33  -0.59
O: 2.24 -0.22 -1.41  -0.48
O: 0.45 -1.58 0.12  -0.35
H: 0.50 -5.92 -2.26  0.27
H: 1.47 -4.32 -1.70  0.26
H: -1.07 -4.99 -0.12  0.39
H: -2.51 -3.60 -2.21  0.45
H: -1.74 -2.39 -1.04  0.31
H: -2.05 -4.77 -4.21  0.28
H: 1.81 -0.50 -5.45  0.38
H: 3.06 -2.47 -4.87  0.36
H: 3.20 -1.89 -3.15  0.20
H: 5.03 -1.39 -5.50  0.28
H: 5.27 -0.70 -3.83  0.27
H: 4.24 0.27 -5.11  0.32
H: 2.18 0.70 -1.08  0.33
H: -0.39 -1.24 0.53  0.28
O: -1.45 -3.62 2.13  -0.59
C: -1.00 -2.84 2.93  0.62
O: -1.29 -1.51 2.96  -0.39
C: -0.50 -0.87 3.97  0.00
C: -0.12 -1.98 4.93  -0.53
C: -0.01 -3.18 4.02  -0.48
H: 0.37 -0.41 3.50  0.22
H: -1.09 -0.10 4.46  -0.04
H: 0.80 -1.77 5.48  0.37
H: -0.92 -2.13 5.66  0.28
H: 0.98 -3.28 3.58  0.22
H: -0.30 -4.10 4.53  0.34
O: -0.23 1.70 7.24  -0.59
C: -0.75 2.55 6.57  0.55
O: -0.13 3.68 6.14  -0.36
C: -1.07 4.52 5.46  -0.44
C: -2.18 3.59 5.02  -0.41
C: -2.19 2.55 6.12  -0.34
H: -1.41 5.29 6.15  0.26
H: -0.58 5.00 4.61  0.33
H: -3.14 4.10 4.89  0.33
H: -1.92 3.12 4.07  0.18
H: -2.82 2.85 6.96  0.31
H: -2.49 1.57 5.75  0.20
O: 0.45 7.22 -1.78  -0.56
C: 0.03 6.09 -1.80  0.43
O: -0.83 5.58 -0.88  -0.36
C: -1.03 4.19 -1.14  -0.31
C: -0.66 3.99 -2.59  -0.31
C: 0.42 5.03 -2.80  -0.36
H: -0.38 3.61 -0.47  0.19
H: -2.07 3.92 -0.94  0.31
H: -0.35 2.97 -2.82  0.14
H: -1.53 4.23 -3.22  0.28
H: 1.41 4.64 -2.54  0.24
H: 0.41 5.42 -3.81  0.29

---

# 10
Here is a cluster of 2 separate species, C3H7NO2 in total at a distorted geometry from the Open Molecules 2025 dataset. Energies are from ωB97M-V with the def2-TZVPD basis set.

Results
- energy above the lowest of the compared OMol25 structures with the same formula, charge and spin (kJ/mol) = 156.05
- E_tot (eV) = -8807.6041
- spin multiplicity = 2
- LUMO energy (spin up / spin down) (hartree) = 0.1530 / 0.1513
- charge = -1

Last column: Löwdin spin population.
Geometry (Å):
C: 0.42 -1.19 0.30  0.00
C: 0.62 -2.08 1.30  0.00
N: 0.98 0.03 0.13  0.01
H: -0.29 -1.46 -0.48  0.00
H: 0.39 -3.13 1.27  0.00
H: 1.28 -1.78 2.13  0.00
H: 1.66 0.17 0.87  0.00
H: -1.25 1.38 0.51  0.03
H: 1.01 0.53 -0.79  0.00
O: -1.85 1.33 -0.27  0.10
C: -1.20 1.90 -1.39  0.51
O: -0.06 1.50 -1.81  0.28
H: -1.72 2.80 -1.75  0.06